This record from OMol25 describes C44H60N4O7P3Rb as an isolated structure. The level of theory is ωB97M-V with the def2-TZVPD basis set.

Geometry (Å):
Rb -0.21929 0.42661 0.09672
N 1.27188 -2.35878 1.50350
C 1.15010 -3.71621 1.25762
C 2.01105 -4.62602 1.88895
C 1.89298 -5.98377 1.67721
C 0.91445 -6.48719 0.82271
C 0.05360 -5.59776 0.20742
C 0.13857 -4.22081 0.41466
P -1.06082 -3.05186 -0.32828
C -2.65757 -3.60022 0.38637
C -3.82675 -3.05888 -0.15873
C -5.06198 -3.30580 0.41700
C -5.15291 -4.08894 1.56384
C -3.99907 -4.61534 2.12242
C -2.75965 -4.37270 1.53861
C -1.22527 -3.64002 -2.06141
C -2.07566 -4.67681 -2.44736
C -2.16807 -5.06264 -3.77700
C -1.40474 -4.41839 -4.74160
C -0.55661 -3.38478 -4.36881
C -0.47182 -2.99050 -3.03918
H 2.15968 -2.06882 1.88559
H 1.05367 -1.79770 0.68849
H 2.78325 -4.24160 2.54452
H 2.57788 -6.65898 2.17479
H 0.82807 -7.55021 0.64506
H -0.71592 -5.97579 -0.45662
H -3.75981 -2.43194 -1.04144
H -5.95637 -2.88663 -0.02635
H -6.11715 -4.28381 2.01525
H -4.05711 -5.22064 3.01803
H -1.86446 -4.78368 1.98956
H -2.68365 -5.17855 -1.70484
H -2.83310 -5.86899 -4.05900
H -1.47252 -4.72180 -5.77856
H 0.03903 -2.87403 -5.11513
H 0.17775 -2.17640 -2.74742
N 3.66201 -1.80328 -2.07332
C 2.72237 -0.97621 -1.54045
O 1.63540 -1.44328 -1.20434
C 3.07540 0.48325 -1.43116
C 2.86202 1.00301 0.00401
H 3.48826 -2.79436 -2.02654
H 4.60424 -1.47643 -2.19399
H 2.37655 0.97944 -2.11623
H 4.07847 0.61862 -1.87667
H 3.04310 2.09426 -0.02269
H 3.71023 0.62275 0.60716
C 1.88246 2.55055 4.04598
C 1.01797 2.63887 5.11912
C -0.13345 1.86589 5.11422
C -0.37158 1.03164 4.03351
N 0.44706 0.95924 2.98705
C 1.55338 1.70322 2.99396
C -1.58942 0.15398 3.98033
C -2.26106 -0.22049 5.13619
C -3.38079 -1.02810 5.03990
C -3.79447 -1.44995 3.78983
C -3.05179 -1.04109 2.69220
N -1.97992 -0.25661 2.77404
H 2.79329 3.13224 4.00655
H 1.22672 3.30178 5.94972
H -0.83826 1.93311 5.93173
H 2.16140 1.59628 2.09875
H -1.89915 0.09199 6.10603
H -3.90917 -1.33708 5.93324
H -4.64968 -2.09607 3.65337
H -3.32614 -1.37492 1.69881
C 1.57521 2.80381 -4.61274
C 0.67540 3.19947 -3.46372
C 1.39382 3.90677 -2.33593
O 0.10983 1.98931 -2.89464
P -1.33201 1.41140 -3.09942
O -1.53079 0.21085 -2.28175
C -2.49949 2.72458 -2.65854
P -2.58847 3.10331 -0.89694
O -1.26394 3.20298 -0.25960
O -3.51900 4.38272 -0.78679
C -3.18752 5.77227 -1.05757
C -3.95134 6.18866 -2.29717
C -1.69969 6.04506 -1.16334
O -3.53519 1.96781 -0.36605
C -4.22707 1.94040 0.92216
C -3.45125 2.65925 2.01020
C -5.63465 2.46607 0.73550
O -1.45154 1.26435 -4.66410
C -2.49635 0.58519 -5.42864
C -3.36729 1.64425 -6.07230
C -3.28846 -0.42547 -4.62006
H 2.02426 3.69272 -5.05664
H 1.01250 2.27191 -5.37874
H 2.37304 2.15703 -4.24782
H -0.14739 3.82108 -3.83518
H 2.19492 3.27804 -1.94583
H 0.70667 4.11196 -1.51671
H 1.82258 4.84174 -2.70046
H -3.49308 2.43578 -3.00494
H -2.23241 3.64779 -3.17902
H -3.58534 6.30827 -0.19377
H -3.57153 5.66769 -3.17801
H -3.83840 7.26004 -2.46168
H -5.01126 5.96174 -2.19056
H -1.26054 5.54073 -2.02661
H -1.16359 5.71859 -0.27586
H -1.55677 7.11797 -1.29616
H -4.26430 0.87627 1.15490
H -3.46750 3.73889 1.85475
H -2.41731 2.32149 2.04472
H -3.91531 2.44285 2.97435
H -5.61933 3.52903 0.50086
H -6.20158 2.31781 1.65561
H -6.14031 1.93383 -0.06979
H -1.93666 0.06005 -6.20345
H -3.95561 2.17307 -5.32094
H -4.05925 1.17677 -6.77267
H -2.75995 2.36726 -6.61539
H -3.87896 0.06015 -3.84153
H -2.64222 -1.16096 -4.14713
H -3.97380 -0.93927 -5.29612

Energy relative to the best compared isomer or geometry (same formula, charge and spin) = 0.5942 eV
HOMO level = -4.941 eV
Calculated total energy = -95422.7290 eV

=====

This record from OMol25 describes a 11-piece molecular cluster, C44H60O33 overall in a non-equilibrium geometry. The level of theory is ωB97M-V with the def2-TZVPD basis set.

Geometry (Å):
C 1.57570 -3.39149 4.11102
C 1.95316 -2.77157 2.76842
C 1.06447 -3.07667 1.60628
C 3.05527 -2.02066 2.68571
C 2.97580 -0.64988 2.02095
C 4.16435 0.27300 2.31720
C 4.25152 1.44974 1.32690
C 4.31538 1.00986 -0.14655
C 3.10827 2.46385 1.67563
C 2.59727 3.39295 0.53838
C 1.35499 2.92983 -0.19123
C 0.56346 3.69681 -0.94614
C -0.54797 2.88383 -1.53850
O -1.55588 3.20221 -1.98857
O -0.08632 1.59267 -1.44450
C 0.71299 1.56457 -0.29811
O 0.75381 0.64241 0.38240
H 2.28622 -4.16903 4.40487
H 0.56880 -3.80689 4.06031
H 1.59776 -2.62400 4.88434
H 1.23915 -4.10608 1.28060
H 1.24070 -2.43611 0.73876
H 0.00335 -3.01344 1.85325
H 4.00865 -2.36706 3.07648
H 2.08151 -0.16270 2.40205
H 2.84629 -0.79429 0.94016
H 3.99043 0.69549 3.30588
H 5.09057 -0.30145 2.34123
H 5.19773 1.95220 1.53829
H 3.33716 0.96224 -0.63003
H 4.94865 1.68959 -0.71495
H 4.73823 0.00566 -0.21474
H 2.28338 1.95606 2.17577
H 3.53269 3.12189 2.43165
H 2.31454 4.33529 1.01367
H 3.39918 3.63926 -0.16080
H 0.78563 4.74349 -1.08172
O -1.63422 -4.29404 0.63080
C -1.67180 -3.71354 -0.40781
O -1.54060 -2.37564 -0.52265
C -1.39423 -2.06514 -1.90826
C -2.04556 -3.24539 -2.58038
O -1.83787 -4.29910 -1.62389
H -1.88137 -1.12347 -2.14726
H -0.32940 -1.98547 -2.14229
H -3.11584 -3.10476 -2.72486
H -1.58773 -3.49384 -3.53610
O 4.65353 -4.25827 4.60931
C 4.88840 -3.71157 5.63608
O 5.50660 -2.50794 5.73905
C 5.40019 -2.07435 7.09456
C 5.21089 -3.37485 7.83942
O 4.57216 -4.20141 6.86485
H 6.29529 -1.53705 7.39965
H 4.53854 -1.40941 7.18571
H 6.15890 -3.83546 8.12571
H 4.58742 -3.26850 8.72441
O -3.29310 -0.25281 -5.85067
C -3.59174 0.54490 -5.01793
O -4.40513 1.60806 -5.23041
C -4.70791 2.18375 -3.95300
C -3.54602 1.73412 -3.10668
O -3.16729 0.50561 -3.73383
H -4.78341 3.26588 -4.02157
H -5.66042 1.78022 -3.60361
H -2.70181 2.42595 -3.14500
H -3.81980 1.56997 -2.06694
O -7.70812 -2.50600 -4.09578
C -7.50146 -1.86225 -5.07349
O -6.88825 -0.65211 -5.08339
C -6.61766 -0.30592 -6.44782
C -7.64666 -1.11734 -7.19646
O -7.84891 -2.23886 -6.33099
H -6.72483 0.76488 -6.60130
H -5.59391 -0.59670 -6.68609
H -8.59512 -0.58861 -7.31401
H -7.29856 -1.44130 -8.17441
O 4.13543 -6.08077 -3.56964
C 3.02248 -6.17419 -3.16948
O 2.18048 -5.12407 -2.97566
C 0.87717 -5.65088 -2.71481
C 1.17966 -7.03439 -2.19485
O 2.41501 -7.34636 -2.84359
H 0.34843 -5.03869 -1.99238
H 0.31069 -5.66921 -3.64927
H 1.33330 -7.05066 -1.11406
H 0.41213 -7.76013 -2.45349
O 1.69441 2.28503 6.79709
C 0.90895 1.79690 6.04798
O 0.10543 0.74595 6.34962
C -0.84455 0.59972 5.28750
C -0.13507 1.25279 4.12808
O 0.69995 2.21776 4.77665
H -1.06900 -0.44931 5.10929
H -1.76549 1.11804 5.56282
H 0.49775 0.55519 3.57508
H -0.81749 1.73728 3.43326
O 6.00041 1.63899 4.25561
C 5.65133 2.54949 4.93159
O 4.74421 3.48835 4.55434
C 4.40868 4.26437 5.70804
C 5.62074 4.07791 6.58919
O 6.09753 2.79020 6.19381
H 4.23814 5.30428 5.43818
H 3.49772 3.85817 6.15350
H 6.40009 4.81769 6.39355
H 5.37769 4.09141 7.64916
O -4.70404 -1.75845 -0.99761
C -5.26016 -2.77659 -0.73304
O -5.01112 -3.96392 -1.34178
C -5.69309 -4.98257 -0.60755
C -6.79655 -4.20867 0.07283
O -6.22217 -2.90640 0.21160
H -6.06776 -5.75494 -1.27511
H -4.99505 -5.43280 0.10133
H -7.69595 -4.13335 -0.54125
H -7.06328 -4.61894 1.04411
O -5.22992 5.76544 -5.44495
C -5.03151 6.19359 -4.35636
O -4.34631 7.33351 -4.08623
C -4.51566 7.62869 -2.69849
C -4.83502 6.27489 -2.11178
O -5.46084 5.60056 -3.20846
H -3.61065 8.06609 -2.28353
H -5.33738 8.33888 -2.58675
H -3.93906 5.72145 -1.82131
H -5.50776 6.33175 -1.25917
O 4.71637 4.07748 -2.56482
C 4.01241 3.60196 -3.39543
O 3.18299 2.54494 -3.18135
C 2.35696 2.41413 -4.34392
C 3.17728 3.08129 -5.41795
O 3.93295 4.03936 -4.67694
H 2.15518 1.36660 -4.55562
H 1.41060 2.92928 -4.16128
H 3.86601 2.39180 -5.91006
H 2.56625 3.57023 -6.17325

SMILES = CC(C)=CCC[C@@H](C)CCC1=CC(=O)OC1=O.O=C1OCCO1.O=C1OCCO1.O=C1OCCO1.O=C1OCCO1.O=C1OCCO1.O=C1OCCO1.O=C1OCCO1.O=C1OCCO1.O=C1OCCO1.O=C1OCCO1
HOMO level = -6.838 eV
Calculated total energy = -114167.2163 eV

=====

Among the records above, which one has the highest calculated total energy?
C44H60N4O7P3Rb

=====

HOMO level of number 1 (C44H60N4O7P3Rb)?
-4.941 eV

=====

Among the records above, which one has the highest HOMO level?
C44H60N4O7P3Rb

=====

The highest HOMO level belongs to which entry?
C44H60N4O7P3Rb